No. 1
{"formula": "C46H40MoN4O8P2S3", "method": "the ωB97M-V functional and the def2-TZVPD basis", "homo_ev": [-8.02, -8.04], "spin_multiplicity": 3, "symbols": ["Mo", "S", "C", "N", "N", "C", "C", "C", "C", "C", "C", "N", "N", "C", "C", "C", "C", "C", "C", "H", "H", "H", "H", "H", "H", "H", "H", "H", "H", "H", "O", "S", "O", "O", "C", "C", "C", "C", "C", "C", "S", "O", "O", "O", "H", "H", "H", "H", "O", "C", "O", "C", "P", "C", "C", "C", "C", "C", "C", "C", "C", "C", "C", "C", "C", "H", "H", "H", "H", "H", "H", "H", "H", "H", "H", "H", "H", "C", "P", "C", "C", "C", "C", "C", "C", "C", "C", "C", "C", "C", "C", "H", "H", "H", "H", "H", "H", "H", "H", "H", "H", "H", "H", "H"], "coordinates": [[0.298, -0.627, 0.210], [-1.326, -0.753, 1.938], [-2.043, 0.790, 1.485], [-2.797, 1.378, 2.325], [-3.372, 2.583, 1.832], [-4.504, 2.438, 0.994], [-5.224, 3.592, 0.677], [-6.301, 3.529, -0.189], [-6.677, 2.318, -0.760], [-5.964, 1.175, -0.439], [-4.885, 1.224, 0.434], [-1.725, 1.279, 0.202], [-1.218, 0.269, -0.667], [-1.989, 0.151, -1.868], [-3.016, 1.060, -2.143], [-3.774, 0.949, -3.297], [-3.539, -0.070, -4.206], [-2.549, -0.997, -3.924], [-1.789, -0.900, -2.769], [-3.593, 3.149, 2.640], [-4.926, 4.540, 1.111], [-6.848, 4.433, -0.422], [-7.516, 2.270, -1.441], [-6.246, 0.222, -0.871], [-4.347, 0.318, 0.678], [-3.247, 1.841, -1.440], [-4.565, 1.667, -3.470], [-4.132, -0.153, -5.108], [-2.363, -1.823, -4.599], [-1.068, -1.673, -2.569], [1.777, -0.722, 3.179], [2.859, -0.882, 2.238], [3.949, -1.747, 2.583], [2.327, -1.234, 0.858], [3.573, 0.731, 1.980], [4.699, 0.787, 1.163], [5.313, 1.997, 0.900], [4.806, 3.166, 1.454], [3.682, 3.123, 2.259], [3.073, 1.901, 2.524], [1.594, 1.971, 3.576], [0.833, 3.118, 3.089], [2.058, 1.961, 4.950], [0.850, 1.070, 0.830], [5.085, -0.132, 0.740], [6.177, 2.032, 0.249], [5.282, 4.117, 1.251], [3.268, 4.030, 2.680], [1.398, -2.569, -3.322], [1.263, -1.583, -2.644], [0.642, -1.633, -1.469], [1.719, -0.205, -3.102], [2.262, 0.768, -1.645], [3.729, 1.705, -2.174], [3.828, 3.086, -2.037], [5.013, 3.739, -2.351], [6.108, 3.021, -2.805], [6.018, 1.641, -2.942], [4.841, 0.988, -2.620], [1.002, 2.053, -1.389], [0.560, 2.224, 0.055], [-0.931, 2.536, 0.199], [-1.392, 3.506, -0.856], [-0.743, 3.641, -2.010], [0.399, 2.779, -2.332], [0.859, 0.262, -3.592], [2.509, -0.322, -3.842], [2.980, 3.659, -1.684], [5.075, 4.814, -2.240], [7.029, 3.533, -3.054], [6.869, 1.072, -3.295], [4.792, -0.093, -2.708], [1.125, 3.045, 0.511], [-1.076, 2.977, 1.180], [-2.304, 4.055, -0.655], [-1.105, 4.325, -2.768], [0.712, 2.712, -3.369], [1.362, -4.118, -0.144], [0.211, -3.191, 0.905], [0.638, -3.624, 2.603], [-0.309, -3.480, 3.619], [0.035, -3.751, 4.930], [1.324, -4.169, 5.239], [2.263, -4.322, 4.234], [1.922, -4.054, 2.916], [-1.399, -3.973, 0.606], [-1.700, -5.218, 1.156], [-2.904, -5.838, 0.857], [-3.813, -5.222, 0.007], [-3.519, -3.983, -0.542], [-2.318, -3.360, -0.238], [1.386, -5.157, 0.185], [2.356, -3.677, -0.076], [1.023, -4.055, -1.176], [-1.316, -3.156, 3.387], [-0.701, -3.629, 5.714], [1.594, -4.369, 6.268], [3.272, -4.630, 4.471], [2.677, -4.148, 2.149], [-0.999, -5.701, 1.824], [-3.133, -6.802, 1.292], [-4.753, -5.707, -0.222], [-4.224, -3.491, -1.200], [-2.117, -2.380, -0.649]]}

---

No. 2
{"formula": "C46H40N3O3PS2SeSr", "method": "the ωB97M-V functional and the def2-TZVPD basis", "homo_ev": -6.31, "spin_multiplicity": 1, "symbols": ["Sr", "O", "S", "C", "C", "C", "C", "S", "O", "C", "C", "C", "C", "C", "C", "C", "C", "C", "C", "C", "C", "H", "H", "H", "H", "H", "H", "H", "H", "H", "H", "H", "H", "H", "H", "H", "H", "H", "H", "C", "C", "C", "C", "N", "C", "C", "C", "C", "C", "C", "N", "H", "H", "H", "H", "H", "H", "H", "H", "O", "C", "C", "C", "C", "C", "C", "C", "P", "C", "C", "C", "C", "C", "C", "C", "C", "C", "C", "C", "C", "H", "H", "H", "H", "H", "H", "H", "H", "H", "H", "H", "H", "H", "H", "Se", "C", "N"], "coordinates": [[-0.233, 1.261, 0.009], [-2.377, 1.271, 1.411], [-3.448, 1.847, 2.292], [-4.849, 0.698, 2.140], [-5.287, 0.271, 0.742], [-4.265, -0.505, -0.100], [-3.735, -1.759, 0.580], [-2.145, -2.332, -0.089], [-1.239, -1.143, -0.009], [-2.643, -2.509, -1.795], [-3.381, -3.630, -2.149], [-3.753, -3.800, -3.473], [-3.368, -2.864, -4.426], [-2.614, -1.759, -4.057], [-2.245, -1.571, -2.731], [-4.168, 3.225, 1.418], [-3.911, 3.419, 0.073], [-4.482, 4.507, -0.571], [-5.298, 5.382, 0.132], [-5.538, 5.183, 1.486], [-4.961, 4.106, 2.139], [-5.670, 1.197, 2.660], [-4.554, -0.153, 2.758], [-5.594, 1.156, 0.179], [-6.189, -0.336, 0.868], [-3.422, 0.141, -0.334], [-4.738, -0.782, -1.044], [-4.425, -2.604, 0.524], [-3.493, -1.587, 1.631], [-3.647, -4.371, -1.403], [-4.329, -4.669, -3.766], [-3.648, -3.004, -5.462], [-2.299, -1.038, -4.801], [-1.629, -0.729, -2.440], [-3.249, 2.745, -0.452], [-4.275, 4.679, -1.619], [-5.733, 6.234, -0.372], [-6.152, 5.881, 2.038], [-5.100, 3.967, 3.205], [0.018, -0.641, 4.490], [1.116, -0.080, 5.121], [1.975, 0.720, 4.392], [1.717, 0.941, 3.042], [0.645, 0.418, 2.444], [-0.178, -0.352, 3.151], [2.623, 1.767, 2.191], [3.886, 2.150, 2.625], [4.676, 2.925, 1.794], [4.186, 3.293, 0.553], [2.924, 2.852, 0.190], [2.163, 2.103, 0.983], [-0.679, -1.274, 5.022], [1.299, -0.258, 6.173], [2.822, 1.181, 4.876], [-1.030, -0.743, 2.608], [4.263, 1.837, 3.587], [5.665, 3.230, 2.111], [4.766, 3.900, -0.127], [2.492, 3.083, -0.777], [-0.071, 0.785, -2.461], [1.075, 1.242, -2.228], [2.198, 0.623, -3.002], [2.592, 1.037, -4.274], [3.681, 0.446, -4.890], [4.385, -0.574, -4.257], [3.995, -0.991, -2.996], [2.920, -0.381, -2.349], [2.281, -0.917, -0.718], [3.726, -0.962, 0.398], [4.952, -0.373, 0.093], [5.974, -0.344, 1.033], [5.788, -0.903, 2.289], [4.564, -1.477, 2.609], [3.540, -1.493, 1.676], [1.933, -2.677, -1.089], [2.555, -3.777, -0.511], [2.148, -5.066, -0.838], [1.119, -5.269, -1.743], [0.496, -4.174, -2.332], [0.899, -2.891, -2.004], [2.038, 1.820, -4.779], [3.980, 0.772, -5.879], [5.226, -1.044, -4.750], [4.522, -1.803, -2.506], [5.109, 0.073, -0.880], [6.920, 0.118, 0.780], [6.589, -0.886, 3.017], [4.403, -1.902, 3.592], [2.578, -1.917, 1.944], [3.368, -3.637, 0.191], [2.644, -5.914, -0.382], [0.807, -6.275, -1.996], [-0.306, -4.317, -3.047], [0.417, -2.037, -2.469], [-0.928, 4.181, 3.274], [-0.742, 4.007, 1.495], [-0.643, 3.821, 0.346]]}

---

Quick rundown of energy above the lowest of the compared OMol25 structures with the same formula, charge and spin, same order as above: 68.8 6.9 kcal per mole